{"formula": "C4H6O2", "method": "ωB97M-V/def2-TZVPD", "gap_ha": [0.31315, 0.29989], "homo_energy_ha": [-0.30020, -0.28460], "lumo_ev": [0.35, 0.42], "multiplicity": 1, "max_force_ev_per_a": 1.457, "relative_energy_kj_mol": 537.7, "species": ["C", "O", "C", "C", "C", "O", "H", "H", "H", "H", "H", "H"], "coordinates": [[1.805567, 0.520082, 0.701919], [1.779202, -0.729298, 0.188914], [0.616088, -0.717638, -0.461871], [-0.631188, -0.309924, 0.185779], [-1.753303, 0.329844, -0.510368], [-1.783459, -1.057710, -0.203216], [2.233052, 0.615749, 1.693353], [1.775072, 1.344311, 0.006719], [0.597327, -1.270208, -1.399002], [-0.495449, -0.102228, 1.255242], [-1.657547, 0.571821, -1.570092], [-2.455856, 0.951911, 0.045509]], "forces_ev_per_angstrom": [[0.79, 0.59, 0.70], [0.08, 0.08, 0.25], [-0.82, -0.59, -1.05], [0.34, 0.09, 0.23], [-0.05, 0.24, -0.16], [-0.19, -0.18, 0.05], [-0.03, 0.02, -0.14], [-0.04, -0.04, 0.03], [-0.05, 0.06, 0.15], [-0.16, -0.09, -0.19], [0.01, -0.08, 0.17], [0.13, -0.11, -0.05]], "mulliken_charge": [-0.62, -0.28, -0.52, 0.34, -0.35, -0.45, 0.34, 0.31, 0.40, 0.36, 0.21, 0.25]}



{"formula": "C4H9NO2", "method": "ωB97M-V/def2-TZVPD", "gap_ha": 0.37496, "homo_energy_ha": -0.35073, "lumo_ev": 0.66, "smiles": "NC(=O)CCCO", "multiplicity": 1, "max_force_ev_per_a": 0.407, "relative_energy_kj_mol": 56.2, "species": ["N", "C", "O", "C", "C", "C", "O", "H", "H", "H", "H", "H", "H", "H", "H", "H"], "coordinates": [[-0.197620, -2.186123, 0.416714], [-1.194455, -1.315837, 0.753604], [-2.065192, -1.591832, 1.559579], [-1.106060, 0.019601, 0.033891], [0.089340, 0.868306, 0.518154], [0.920600, 1.398543, -0.634816], [1.466054, 0.272638, -1.308864], [-0.123715, -3.046865, 0.935118], [0.568113, -1.896359, -0.174559], [-0.995229, -0.179280, -1.038825], [-2.053875, 0.537569, 0.192128], [-0.259595, 1.707722, 1.129025], [0.753693, 0.270716, 1.153868], [0.286620, 1.991098, -1.312789], [1.719244, 2.054738, -0.257311], [1.894057, 0.577548, -2.117283]], "forces_ev_per_angstrom": [[0.02, -0.01, 0.04], [-0.03, -0.02, 0.03], [0.24, 0.07, -0.22], [-0.12, 0.00, -0.01], [0.05, 0.06, 0.08], [-0.17, 0.30, 0.21], [0.16, 0.00, -0.26], [0.00, 0.09, -0.06], [-0.15, -0.01, 0.09], [-0.03, 0.02, 0.15], [0.13, -0.07, -0.01], [0.06, -0.12, -0.09], [-0.11, 0.07, -0.06], [0.10, -0.11, 0.06], [-0.11, -0.14, -0.07], [-0.04, -0.13, 0.12]], "mulliken_charge": [-0.36, 0.38, -0.63, -0.58, -0.59, -0.54, -0.49, 0.22, 0.21, 0.36, 0.33, 0.34, 0.35, 0.35, 0.35, 0.29]}



{"formula": "C27H57ClOP2Si2W", "method": "ωB97M-V/def2-TZVPD", "gap_ha": [0.22756, 0.23244], "homo_energy_ha": [-0.21105, -0.22554], "lumo_ev": [0.45, 0.19], "s2": 2.014, "multiplicity": 3, "max_force_ev_per_a": 2.086, "species": ["W", "C", "C", "C", "Si", "C", "C", "Si", "H", "H", "H", "Cl", "C", "C", "C", "C", "H", "H", "H", "H", "H", "H", "H", "H", "H", "H", "H", "H", "C", "C", "P", "H", "H", "P", "H", "H", "C", "C", "C", "C", "C", "H", "C", "H", "H", "H", "H", "H", "H", "H", "C", "C", "H", "H", "H", "H", "H", "H", "H", "C", "C", "H", "H", "H", "H", "H", "H", "C", "C", "H", "H", "H", "H", "H", "H", "H", "C", "H", "H", "H", "C", "C", "C", "O", "H", "H", "H", "H", "H", "H", "H"], "coordinates": [[0.730752, -0.529719, -0.516510], [0.659920, -1.630157, 1.327700], [0.341977, -2.519258, 0.252098], [1.531045, -2.592404, -0.583178], [-1.296549, -3.438568, 0.371349], [2.524451, -1.737625, -0.034845], [1.977340, -1.097876, 1.155521], [2.635918, -0.002287, 2.530042], [0.034002, -1.444912, 2.181947], [1.642446, -3.271850, -1.429428], [3.556262, -1.631031, -0.365581], [1.831238, -0.481500, -2.789142], [1.898271, -0.424516, 4.192070], [4.493454, -0.112575, 2.605263], [-1.779922, -3.819538, 2.138367], [-1.242608, -5.025819, -0.596398], [4.758130, -1.170932, 2.743681], [4.840378, 0.442351, 3.487602], [5.017267, 0.272999, 1.723874], [0.850615, -0.093629, 4.274688], [2.480281, 0.082259, 4.978055], [1.954274, -1.511997, 4.366059], [-0.469608, -5.664016, -0.144273], [-1.026094, -4.912177, -1.663647], [-2.207994, -5.539436, -0.487375], [-0.931183, -4.277690, 2.665638], [-2.611899, -4.537066, 2.125533], [-2.103920, -2.925950, 2.686563], [1.919307, 1.663464, 2.011951], [-2.435738, -2.077198, -0.273421], [1.846980, 1.736289, 0.194239], [2.504517, 2.486599, 2.454643], [0.874441, 1.741174, 2.366826], [-1.566970, -1.146192, -1.572543], [-2.633805, -1.355984, 0.547158], [-3.397203, -2.492650, -0.623768], [-2.834338, 0.050437, -2.185227], [-1.435038, -2.402210, -2.994788], [3.667430, 1.841027, -0.314371], [1.238678, 3.461917, -0.116779], [-0.260320, 3.470204, -0.400753], [1.778187, 3.781639, -1.025593], [1.538010, 4.461424, 1.008462], [0.991869, 4.196265, 1.919946], [1.185784, 5.449934, 0.685631], [2.599830, 4.550607, 1.247165], [-0.485547, 3.149465, -1.421091], [-0.651686, 4.491770, -0.310075], [-0.804668, 2.829622, 0.306832], [4.034833, 0.818992, -0.114418], [4.491576, 2.844522, 0.499321], [3.859261, 2.134493, -1.805678], [4.448979, 2.691351, 1.580165], [4.191267, 3.873968, 0.267893], [5.543568, 2.739822, 0.199378], [3.492206, 1.324488, -2.437862], [4.935445, 2.248834, -2.005625], [3.364930, 3.068021, -2.106258], [-0.662988, -3.097776, -2.625558], [-0.931815, -1.782719, -4.301752], [-2.726931, -3.171790, -3.277438], [-3.184909, -3.628659, -2.396904], [-2.492015, -3.986766, -3.977463], [-3.466405, -2.524440, -3.765679], [0.070504, -1.361555, -4.199257], [-1.605714, -0.994180, -4.666477], [-0.885229, -2.570972, -5.070634], [-2.657868, 1.425762, -1.545742], [-4.290362, -0.418185, -2.018492], [-2.621852, 0.132293, -3.267843], [-4.565011, -0.492213, -0.961262], [-4.495791, -1.378194, -2.501743], [-4.940529, 0.336523, -2.480668], [-2.364441, 1.358047, -0.493217], [-3.590668, 1.993883, -1.605111], [-1.907453, 2.013765, -2.079746], [0.797733, 1.032244, -3.103963], [1.116388, 1.344601, -4.109330], [-0.284567, 0.812149, -3.150635], [1.051900, 1.859973, -2.419902], [-2.146179, 0.079863, 3.672026], [-2.366177, 0.744856, 2.313936], [-2.969246, 2.137996, 2.439387], [-1.234023, 0.766435, 1.556666], [-1.497553, 0.700332, 4.303332], [-1.671588, -0.900811, 3.555648], [-3.102025, -0.060275, 4.191272], [-3.122566, 0.111232, 1.801925], [-2.303472, 2.781005, 3.021402], [-3.095004, 2.588667, 1.451014], [-3.944175, 2.111738, 2.935178]], "forces_ev_per_angstrom": [[-0.22, 1.32, -1.60], [0.29, -1.14, 1.15], [0.33, -1.24, 1.10], [-1.11, -0.77, -0.12], [0.27, 1.04, -0.07], [0.64, 0.86, 0.83], [0.33, -1.11, 1.07], [-0.77, 0.29, -0.62], [-0.20, 0.26, -0.03], [-0.03, 0.38, 0.16], [-0.35, 0.06, -0.09], [-0.80, 1.62, -0.81], [0.07, -0.29, 0.19], [0.20, 0.03, 0.22], [0.17, -0.16, 0.01], [-0.16, -0.28, -0.04], [0.05, 0.24, -0.03], [0.08, -0.12, -0.18], [-0.11, -0.13, 0.18], [0.34, -0.18, -0.13], [-0.18, -0.17, -0.14], [-0.07, 0.35, 0.09], [-0.17, 0.07, -0.15], [-0.02, -0.06, 0.24], [0.21, -0.01, -0.10], [-0.26, 0.06, -0.01], [0.15, 0.12, 0.10], [0.13, -0.19, -0.15], [0.54, 0.27, 0.39], [-0.58, -0.42, -0.06], [0.09, -0.14, 0.26], [-0.28, -0.12, -0.23], [0.19, -0.29, -0.21], [0.25, -0.22, 0.02], [0.22, -0.33, -0.30], [0.25, 0.33, 0.16], [-0.30, 0.01, -0.48], [-0.09, 0.33, 0.55], [-0.39, -0.10, 0.31], [0.14, 0.27, -0.30], [-0.27, 0.15, -0.02], [-0.17, 0.08, 0.25], [-0.02, 0.16, -0.08], [0.08, 0.04, -0.16], [0.07, -0.14, 0.10], [-0.21, -0.05, 0.05], [0.09, -0.07, 0.21], [0.07, -0.11, 0.00], [0.09, -0.02, -0.12], [-0.07, 0.31, -0.09], [0.28, -0.04, -0.20], [0.12, -0.04, -0.04], [-0.10, 0.02, -0.15], [0.11, -0.24, 0.06], [-0.13, 0.08, 0.09], [0.06, 0.16, 0.10], [-0.28, 0.01, -0.03], [0.17, -0.15, 0.05], [-0.20, 0.19, -0.14], [0.08, -0.04, -0.09], [0.08, -0.23, -0.26], [0.09, 0.12, -0.07], [-0.13, 0.13, 0.09], [0.18, -0.19, 0.08], [-0.25, -0.12, -0.07], [0.11, -0.25, 0.02], [-0.03, 0.29, 0.15], [-0.01, 0.20, -0.03], [-0.02, 0.09, -0.17], [-0.20, 0.03, 0.30], [0.07, 0.05, -0.14], [0.02, 0.20, 0.19], [0.05, -0.17, 0.10], [0.09, -0.05, 0.01], [0.00, -0.05, -0.03], [-0.04, -0.14, 0.15], [0.58, 0.38, -1.52], [-0.11, -0.10, 0.22], [0.80, -0.20, 0.41], [-0.14, -0.87, -0.06], [-0.22, 0.17, 0.33], [0.37, -0.39, -0.74], [-0.28, 0.08, 0.29], [0.88, 0.23, -0.31], [-0.01, -0.04, -0.06], [-0.05, 0.13, -0.06], [0.09, -0.03, 0.11], [-0.55, -0.05, 0.05], [0.06, 0.02, 0.00], [0.02, -0.09, 0.04], [-0.07, 0.10, 0.05]], "lowdin_spin": [1.39, 0.10, 0.04, 0.00, 0.01, 0.00, 0.04, 0.01, 0.01, 0.00, 0.00, 0.04, 0.00, 0.00, 0.00, 0.00, 0.00, 0.00, 0.00, 0.00, 0.00, 0.00, 0.00, 0.00, 0.00, 0.00, 0.00, 0.00, 0.00, 0.00, 0.06, 0.00, 0.00, 0.06, 0.00, 0.00, 0.02, 0.00, 0.00, 0.02, 0.01, 0.00, 0.00, 0.00, 0.00, 0.00, 0.00, 0.00, 0.00, 0.00, 0.00, 0.00, 0.00, 0.00, 0.00, 0.00, 0.00, 0.00, 0.00, 0.00, 0.00, 0.00, 0.00, 0.00, 0.00, 0.00, 0.00, 0.01, 0.00, 0.00, 0.00, 0.00, 0.00, 0.00, 0.00, 0.00, 0.05, 0.01, 0.01, 0.01, 0.00, 0.01, 0.00, 0.07, 0.00, 0.00, 0.00, 0.00, 0.00, 0.00, 0.00]}



{"formula": "C2H5BrO", "method": "ωB97M-V/def2-TZVPD", "gap_ha": 0.38878, "homo_energy_ha": -0.36678, "lumo_ev": 0.60, "multiplicity": 1, "max_force_ev_per_a": 6.233, "relative_energy_kj_mol": 326.1, "species": ["C", "C", "O", "Br", "H", "H", "H", "H", "H"], "coordinates": [[-0.461216, -0.773970, -0.452457], [0.867048, -0.634716, -0.406492], [-0.910620, 1.691545, 0.912904], [1.817028, 0.848830, 0.143155], [-1.026747, 0.022767, -0.264937], [-0.965270, -1.892519, -0.640992], [-0.442880, 0.553878, 1.328575], [1.534112, -1.520908, -0.604401], [-0.411454, 1.705093, -0.015355]], "forces_ev_per_angstrom": [[1.86, -5.70, -1.19], [-0.13, -3.00, -0.45], [3.00, -4.73, -0.57], [1.10, 0.61, -0.21], [-2.87, 2.43, 0.40], [1.55, 3.37, 0.33], [-2.21, 5.57, -1.70], [-0.74, 1.17, 0.25], [-1.55, 0.28, 3.13]], "mulliken_charge": [-0.93, -0.12, -0.69, -0.09, 0.68, 0.17, 0.39, 0.30, 0.29]}



{"formula": "C13H10CuFNO7", "method": "ωB97M-V/def2-TZVPD", "gap_ha": 0.23972, "homo_energy_ha": -0.13276, "lumo_ev": 2.91, "multiplicity": 1, "max_force_ev_per_a": 15.237, "relative_energy_kj_mol": 929.3, "charge": -1, "species": ["Cu", "C", "C", "C", "O", "C", "C", "C", "O", "O", "O", "H", "H", "C", "C", "O", "C", "O", "O", "F", "H", "H", "H", "N", "C", "C", "C", "C", "H", "H", "H", "H", "H"], "coordinates": [[-0.998418, -0.721347, 0.335316], [-0.556405, 2.605251, -0.299355], [-0.532814, 1.232304, 0.119016], [0.549591, 0.277950, -0.590230], [0.383013, -0.937053, -0.374676], [1.554052, 0.919205, -1.412395], [1.501286, 2.253620, -1.701910], [0.402042, 3.146725, -1.124151], [0.167556, 4.385460, -1.488152], [2.499461, 2.693537, -2.378080], [-1.312714, 0.751512, 0.947217], [-1.347779, 3.226280, 0.093630], [2.394948, 0.304128, -1.696968], [1.893370, 0.184125, 2.177061], [2.610814, -1.084746, 2.044355], [1.643061, -1.817280, 1.340073], [0.456534, -1.466150, 1.629558], [-0.497221, -2.107310, 1.312838], [0.522707, -0.208923, 2.252594], [2.897513, -1.671526, 3.192316], [1.968574, 0.881768, 1.342953], [2.178068, 0.597977, 3.144416], [3.529135, -0.960584, 1.470440], [-1.595627, -0.716612, -1.749746], [-2.563439, -0.129792, -0.925607], [-3.005914, -1.137879, -0.165130], [-2.342612, -2.386458, -0.551302], [-1.485319, -2.042802, -1.598729], [-1.219716, -0.192717, -2.527130], [-2.699860, 0.936064, -1.033968], [-3.752452, -0.884251, 0.572948], [-2.461885, -3.371407, -0.124630], [-0.779550, -2.559069, -2.232573]], "forces_ev_per_angstrom": [[-13.40, -5.06, 3.30], [-0.57, -3.25, 1.41], [2.88, 4.97, -1.63], [2.81, 4.57, -1.79], [13.18, -1.08, -7.58], [-2.75, -3.84, 2.41], [3.74, 2.66, -1.72], [-1.69, 4.46, -2.35], [2.06, -3.33, 0.53], [-2.45, 0.31, 1.16], [-2.24, 8.33, 5.07], [0.02, 0.13, -0.02], [-0.01, 0.07, -0.48], [-0.95, 1.39, 1.62], [0.05, 0.67, -2.79], [4.63, -3.06, 0.12], [-0.45, 1.93, 2.14], [0.23, -5.11, 5.23], [0.05, -1.68, 0.80], [0.29, -0.89, 1.78], [0.54, -0.07, 0.06], [-0.13, 0.57, -0.14], [-0.09, -0.50, -0.24], [-2.05, 1.84, -3.84], [0.56, -0.54, -3.60], [-1.94, -1.32, 0.83], [-0.44, 0.22, -1.46], [-1.66, -1.15, -0.08], [0.27, -0.19, 0.16], [-0.34, -0.23, 0.36], [0.02, -0.80, 0.30], [-0.01, 0.25, 0.06], [-0.15, -0.29, 0.40]], "mulliken_charge": [-0.10, -0.74, 1.26, 0.72, -0.92, -0.87, 0.15, 0.28, -0.76, -0.74, -0.75, 0.37, 0.36, -0.40, 0.25, -0.29, 1.30, -0.47, -0.30, -0.33, 0.21, 0.41, 0.35, 0.02, -0.90, -0.06, -1.15, -0.34, 0.36, 0.67, 0.51, 0.40, 0.52]}



{"formula": "C2H3NO2", "method": "ωB97M-V/def2-TZVPD", "gap_ha": 0.42640, "homo_energy_ha": -0.39474, "lumo_ev": 0.86, "smiles": "[H]/N=C/OC=O", "multiplicity": 1, "max_force_ev_per_a": 0.640, "relative_energy_kj_mol": 91.1, "species": ["H", "N", "C", "O", "C", "O", "H", "H"], "coordinates": [[-2.335810, 0.196062, 0.481124], [-1.325341, 0.290240, 0.548882], [-0.765518, -0.471103, -0.278225], [0.589394, -0.626805, -0.328479], [1.444588, 0.363043, 0.089976], [1.371202, 1.513870, -0.204198], [-1.224728, -1.164366, -0.985626], [2.246214, -0.100941, 0.676548]], "forces_ev_per_angstrom": [[0.06, 0.10, -0.06], [0.12, -0.30, -0.29], [-0.30, 0.07, 0.22], [0.05, -0.02, 0.00], [0.15, 0.53, -0.08], [-0.11, -0.60, 0.18], [-0.03, 0.14, 0.08], [0.07, 0.09, -0.05]], "mulliken_charge": [0.25, -0.57, 0.18, -0.30, 0.17, -0.41, 0.35, 0.33]}